(1)
{
  "formula": "C24H50BN3O7",
  "method": "ωB97M-V with the def2-TZVPD basis set",
  "smiles": "CB(O)N[C@H](O)COCCc1ccc(C)cc1.COCCNCCOC.COCCNCCOC",
  "charge": 0,
  "species": ["C", "B", "O", "N", "C", "O", "C", "O", "C", "C", "C", "C", "C", "C", "C", "C", "C", "H", "H", "H", "H", "H", "H", "H", "H", "H", "H", "H", "H", "H", "H", "H", "H", "H", "H", "H", "H", "C", "O", "C", "C", "N", "C", "C", "O", "C", "H", "H", "H", "H", "H", "H", "H", "H", "H", "H", "H", "H", "H", "H", "H", "C", "O", "C", "C", "N", "C", "C", "O", "C", "H", "H", "H", "H", "H", "H", "H", "H", "H", "H", "H", "H", "H", "H", "H"],
  "positions_angstrom": [[-3.790, -3.947, 4.238], [-4.521, -3.356, 2.978], [-5.890, -3.290, 2.981], [-3.794, -2.890, 1.754], [-2.820, -1.869, 2.120], [-3.532, -0.955, 2.949], [-2.190, -1.213, 0.881], [-0.795, -1.378, 0.831], [-0.080, -0.655, 1.803], [1.228, -1.386, 2.130], [0.966, -2.853, 2.354], [0.531, -3.296, 3.602], [0.251, -4.637, 3.827], [0.380, -5.573, 2.804], [0.039, -7.024, 3.036], [0.824, -5.131, 1.558], [1.122, -3.794, 1.341], [-2.934, -4.581, 3.996], [-4.496, -4.561, 4.803], [-3.466, -3.148, 4.907], [-6.189, -2.447, 2.624], [-3.237, -3.694, 1.463], [-1.987, -2.298, 2.698], [-3.159, -0.075, 2.852], [-2.488, -0.156, 0.791], [-2.592, -1.716, 0.002], [0.152, 0.350, 1.421], [-0.654, -0.516, 2.729], [1.874, -1.231, 1.264], [1.675, -0.940, 3.019], [0.410, -2.593, 4.419], [-0.065, -4.942, 4.817], [0.291, -7.330, 4.050], [-1.030, -7.177, 2.875], [0.561, -7.656, 2.318], [0.932, -5.843, 0.749], [1.466, -3.463, 0.369], [3.069, 1.545, 1.160], [3.113, 0.621, 0.098], [2.324, 0.950, -1.038], [3.090, 1.640, -2.148], [3.466, 3.012, -1.837], [4.535, 3.602, -2.639], [5.814, 2.830, -2.953], [6.745, 2.687, -1.902], [6.335, 1.859, -0.835], [3.417, 1.024, 2.053], [3.724, 2.410, 1.008], [2.048, 1.903, 1.331], [1.439, 1.523, -0.738], [1.975, -0.006, -1.437], [2.449, 1.656, -3.037], [3.956, 1.009, -2.383], [3.680, 3.109, -0.856], [4.825, 4.535, -2.150], [4.102, 3.884, -3.607], [6.341, 3.420, -3.706], [5.606, 1.855, -3.414], [5.905, 0.918, -1.189], [5.621, 2.368, -0.182], [7.223, 1.635, -0.244], [-0.084, 4.517, -2.651], [-0.236, 3.461, -1.730], [-1.292, 3.597, -0.795], [-2.573, 2.888, -1.185], [-3.278, 3.522, -2.286], [-4.276, 2.715, -2.984], [-3.988, 1.269, -3.381], [-3.119, 1.072, -4.477], [-1.771, 1.429, -4.259], [0.919, 4.431, -3.068], [-0.795, 4.464, -3.484], [-0.186, 5.491, -2.163], [-1.464, 4.655, -0.568], [-0.937, 3.116, 0.121], [-3.227, 2.889, -0.304], [-2.315, 1.842, -1.393], [-2.625, 3.911, -2.948], [-4.552, 3.259, -3.890], [-5.176, 2.689, -2.357], [-4.942, 0.854, -3.710], [-3.665, 0.661, -2.525], [-1.394, 1.040, -3.308], [-1.630, 2.513, -4.294], [-1.189, 0.992, -5.068]],
  "forces_ev_per_a": [[-0.35, -0.68, -0.07], [-0.10, 0.07, -0.17], [0.20, 0.40, 0.76], [0.17, 0.10, 0.48], [0.19, 0.07, -0.03], [-0.06, 0.02, -0.08], [-0.26, -0.16, -0.27], [0.04, 0.03, -0.07], [0.27, 0.32, 0.37], [-0.50, -0.16, -0.65], [0.16, -0.06, 0.39], [0.02, -0.10, -0.13], [0.01, 0.13, -0.12], [0.07, -0.04, 0.05], [-0.08, 0.29, -0.28], [-0.08, 0.02, 0.18], [-0.07, 0.18, 0.02], [0.14, 0.19, 0.01], [0.03, 0.05, 0.08], [0.08, 0.09, -0.10], [-0.10, -0.29, -0.63], [-0.08, 0.04, -0.28], [-0.06, 0.00, 0.09], [0.01, 0.00, 0.03], [0.10, 0.06, 0.16], [0.06, 0.00, -0.03], [-0.06, 0.03, 0.00], [-0.17, -0.16, -0.05], [0.27, -0.12, 0.20], [0.09, 0.11, -0.08], [0.04, 0.05, -0.04], [-0.04, -0.11, -0.02], [-0.02, -0.09, 0.00], [-0.01, -0.09, 0.12], [0.06, -0.08, 0.10], [0.04, -0.02, -0.01], [-0.01, -0.03, -0.02], [-0.03, -0.08, 0.07], [0.12, 0.12, -0.02], [-0.21, -0.15, -0.11], [0.04, 0.18, -0.08], [0.18, -0.09, 0.27], [-0.26, 0.15, -0.07], [0.11, -0.02, -0.15], [-0.02, 0.08, 0.12], [0.12, 0.03, 0.01], [-0.02, 0.00, 0.01], [-0.04, 0.00, -0.03], [0.01, 0.04, 0.02], [0.06, 0.14, -0.04], [-0.05, 0.00, 0.02], [0.00, -0.08, -0.01], [-0.04, -0.04, 0.00], [0.04, -0.07, -0.02], [-0.02, 0.02, -0.02], [0.06, -0.03, -0.05], [0.00, -0.03, -0.03], [-0.06, -0.03, 0.11], [-0.06, 0.02, 0.01], [-0.04, -0.09, -0.02], [0.02, 0.00, -0.03], [0.14, -0.01, -0.06], [-0.12, -0.11, -0.06], [0.08, -0.04, 0.21], [-0.15, -0.01, -0.06], [0.26, -0.02, -0.20], [-0.15, 0.21, 0.13], [-0.09, -0.15, 0.00], [0.03, 0.12, -0.07], [-0.01, -0.06, -0.10], [0.03, 0.02, 0.06], [-0.03, 0.03, 0.05], [0.00, 0.01, 0.00], [-0.09, 0.01, -0.08], [0.03, 0.06, 0.03], [-0.01, -0.06, 0.01], [0.05, 0.01, 0.06], [0.03, -0.09, 0.00], [-0.03, 0.01, 0.01], [-0.01, -0.08, 0.00], [0.00, -0.03, 0.02], [0.09, 0.07, 0.01], [0.00, 0.05, 0.03], [0.05, -0.03, 0.09], [-0.02, -0.03, 0.00]]
}

---

(2)
{
  "formula": "C24H50BrN4O2",
  "method": "ωB97M-V with the def2-TZVPD basis set",
  "charge": 1,
  "species": ["O", "C", "O", "C", "C", "C", "N", "Br", "C", "C", "H", "H", "H", "H", "H", "C", "C", "N", "C", "C", "C", "C", "H", "H", "H", "H", "H", "H", "H", "H", "H", "H", "H", "H", "H", "H", "H", "C", "C", "N", "C", "C", "C", "C", "H", "H", "H", "H", "H", "H", "H", "H", "H", "H", "H", "H", "H", "H", "H", "C", "C", "N", "C", "C", "C", "C", "H", "H", "H", "H", "H", "H", "H", "H", "H", "H", "H", "H", "H", "H", "H"],
  "positions_angstrom": [[8.023, -2.758, -3.570], [7.782, -1.760, -4.149], [8.739, -0.915, -4.571], [6.369, -1.279, -4.360], [6.058, 0.062, -4.158], [4.752, 0.480, -4.341], [3.819, -0.411, -4.716], [2.076, 0.198, -4.980], [4.086, -1.716, -4.897], [5.375, -2.177, -4.712], [8.402, -0.373, -5.296], [6.808, 0.770, -3.847], [4.451, 1.502, -4.194], [3.274, -2.361, -5.187], [5.609, -3.222, -4.831], [-4.353, -0.644, -2.472], [-2.849, -0.832, -2.595], [-2.093, 0.292, -2.072], [-0.698, 0.281, -2.449], [0.174, -0.874, -1.933], [-2.367, 0.650, -0.690], [-2.164, -0.432, 0.375], [-4.661, 0.303, -2.915], [-4.869, -1.449, -2.995], [-4.685, -0.665, -1.433], [-2.603, -0.931, -3.657], [-2.569, -1.787, -2.122], [-0.246, 1.230, -2.145], [-0.658, 0.279, -3.549], [0.395, -0.780, -0.872], [1.133, -0.872, -2.458], [-0.286, -1.847, -2.109], [-3.398, 1.006, -0.628], [-1.761, 1.523, -0.435], [-2.626, -1.382, 0.099], [-2.623, -0.113, 1.312], [-1.109, -0.609, 0.581], [1.105, -1.226, 2.934], [0.756, -2.658, 2.557], [1.780, -3.304, 1.757], [1.333, -4.537, 1.132], [0.941, -5.708, 2.038], [3.109, -3.330, 2.345], [3.273, -3.972, 3.727], [1.361, -0.643, 2.047], [0.247, -0.753, 3.414], [1.939, -1.175, 3.635], [-0.165, -2.636, 1.968], [0.520, -3.219, 3.474], [2.110, -4.870, 0.438], [0.469, -4.288, 0.504], [1.808, -6.177, 2.501], [0.439, -6.476, 1.446], [0.250, -5.403, 2.824], [3.471, -2.300, 2.405], [3.782, -3.823, 1.638], [2.520, -3.620, 4.434], [4.249, -3.709, 4.139], [3.221, -5.059, 3.689], [-2.994, 2.377, 3.165], [-3.941, 3.559, 3.031], [-3.246, 4.818, 2.844], [-4.093, 5.984, 3.026], [-5.255, 6.193, 2.047], [-2.327, 4.863, 1.722], [-2.878, 4.543, 0.325], [-2.255, 2.555, 3.947], [-3.558, 1.481, 3.430], [-2.468, 2.168, 2.231], [-4.527, 3.635, 3.949], [-4.659, 3.349, 2.222], [-3.458, 6.873, 3.018], [-4.505, 5.931, 4.038], [-4.911, 6.511, 1.064], [-5.913, 6.977, 2.426], [-5.859, 5.292, 1.931], [-1.507, 4.169, 1.928], [-1.859, 5.850, 1.707], [-3.484, 3.636, 0.322], [-2.048, 4.380, -0.367], [-3.480, 5.355, -0.079]],
  "forces_ev_per_a": [[-0.01, -0.90, 0.44], [0.19, 0.71, -0.11], [-0.15, -0.10, -0.29], [0.05, 0.28, -0.06], [-0.57, -0.18, -0.16], [0.58, -0.20, 0.11], [-0.23, 0.15, -0.01], [0.08, -0.03, -0.02], [0.49, -0.17, 0.07], [-0.30, 0.14, 0.03], [0.21, 0.20, 0.04], [0.06, 0.15, 0.03], [-0.20, 0.11, -0.02], [-0.17, 0.01, -0.02], [-0.05, -0.14, -0.05], [-0.01, -0.02, 0.00], [-0.12, -0.07, 0.03], [0.12, 0.14, -0.11], [0.19, -0.06, -0.09], [0.08, 0.07, -0.05], [-0.18, 0.07, 0.22], [0.04, 0.04, 0.13], [0.02, 0.02, 0.02], [0.00, -0.01, 0.01], [0.00, 0.01, 0.00], [0.09, 0.03, 0.01], [-0.01, -0.02, -0.02], [-0.07, 0.01, 0.09], [-0.10, -0.06, 0.00], [-0.03, -0.06, 0.01], [0.03, -0.02, 0.05], [-0.04, 0.00, 0.03], [-0.01, -0.07, -0.07], [0.08, -0.03, -0.09], [0.00, 0.01, -0.05], [0.00, 0.01, 0.00], [-0.02, -0.08, 0.00], [-0.02, 0.01, 0.02], [-0.05, 0.09, 0.11], [0.00, 0.01, -0.20], [-0.09, -0.10, -0.11], [0.00, -0.06, -0.07], [0.19, 0.10, 0.11], [0.07, -0.02, -0.01], [0.04, -0.02, -0.01], [0.00, 0.00, 0.01], [0.01, 0.01, -0.01], [0.02, -0.12, -0.05], [-0.03, 0.02, 0.01], [0.07, 0.03, 0.05], [-0.02, 0.06, 0.06], [-0.01, 0.03, 0.05], [0.01, 0.01, -0.01], [0.02, 0.02, 0.02], [-0.08, 0.01, 0.02], [-0.08, -0.07, -0.04], [-0.01, 0.01, -0.01], [0.00, 0.00, -0.01], [-0.07, 0.00, 0.02], [-0.03, -0.07, -0.02], [0.01, -0.11, -0.04], [0.00, 0.10, 0.04], [-0.09, 0.12, 0.10], [0.00, 0.08, 0.02], [0.19, -0.08, -0.10], [0.05, 0.03, -0.04], [0.02, 0.04, -0.02], [-0.01, 0.00, -0.01], [0.02, 0.00, 0.02], [-0.02, 0.10, -0.01], [-0.02, -0.04, 0.02], [0.06, -0.04, -0.05], [0.00, -0.08, -0.01], [0.00, -0.06, -0.03], [0.01, 0.00, 0.01], [0.02, -0.02, -0.01], [-0.05, -0.03, 0.03], [-0.09, 0.05, 0.04], [0.00, 0.00, 0.02], [0.00, 0.01, 0.01], [-0.06, -0.03, 0.02]]
}

---

E for every record listed, in sequence, given in eV: -45176.688; -105788.273.